DFT (the ωB97M-V functional and the def2-TZVPD basis) results for a cluster of 2 separate species, C3H10NOSi in total in a non-equilibrium geometry.

The charge is -1. The calculation puts the lowest unoccupied orbital energy (spin up / spin down) at 4.402 / 4.402 eV. The gap between HOMO and LUMO (spin up / spin down) comes out at 7.309 / 7.306 eV. The HOMO energy (spin up / spin down) comes out at -0.107 / -0.107 hartree. As for the spin multiplicity: 1.

Last column: Löwdin charge in e.
Atoms and positions in Å:
C 2.578 0.251 -0.249  -0.058
C -1.891 -0.980 -0.803  -0.266
C -0.499 1.450 0.689  -0.235
N 0.881 -0.968 -0.586  -0.172
O 0.798 -1.649 0.659  -0.391
Si -0.536 -0.527 0.434  0.197
H 2.172 1.038 0.484  -0.005
H 3.284 -0.552 0.061  0.001
H 2.660 0.679 -1.275  -0.010
H -1.785 -0.502 -1.732  -0.034
H -1.982 -2.134 -1.027  0.042
H -2.982 -0.863 -0.412  0.026
H -1.381 1.979 1.149  0.016
H 0.408 1.460 1.123  -0.098
H -0.403 2.067 -0.260  0.023
H -1.323 -0.749 1.746  -0.038

DFT (the ωB97M-V functional and the def2-TZVPD basis) results for the ion C5H13O4Si with charge +1 in a non-equilibrium geometry.

The charge is +1. The calculation puts the lowest unoccupied orbital energy (spin up / spin down) at -4.537 / -5.541 eV. The gap between HOMO and LUMO (spin up / spin down) comes out at 9.736 / 6.112 eV. The HOMO energy (spin up / spin down) comes out at -0.525 / -0.428 hartree. As for the spin multiplicity: 1.

Last column: Löwdin charge in e.
Atoms and positions in Å:
C 2.745 0.313 0.798  -0.375
C 2.088 -0.277 -0.487  -0.087
C -1.730 -2.921 -0.127  -0.047
C -2.301 1.690 1.296  -0.057
C 0.515 1.533 -1.224  0.024
O 2.017 0.298 1.836  0.051
O -0.831 -1.826 -0.432  -0.179
O -1.631 0.635 0.622  -0.207
O 0.705 0.146 -0.692  -0.268
Si -0.564 -0.486 0.364  0.580
H 3.737 -0.163 0.890  0.139
H 3.070 1.338 0.679  0.152
H 2.702 0.019 -1.453  0.183
H 2.059 -1.367 -0.530  0.134
H -1.110 -3.586 0.318  0.054
H -2.170 -3.394 -1.051  0.128
H -2.465 -2.709 0.586  0.073
H -2.189 2.407 0.480  0.091
H -1.684 2.081 2.132  0.105
H -3.346 1.502 1.673  0.121
H -0.528 1.496 -1.772  0.152
H 0.490 2.362 -0.480  0.116
H 1.279 1.891 -1.946  0.117

DFT (the ωB97M-V functional and the def2-TZVPD basis) results for an isolated molecule of C6H9NO in a non-equilibrium geometry.

The charge is 0. The calculation puts the lowest unoccupied orbital energy at 1.048 eV. Its SMILES is C1N[C@@H]2CO[C@H]3[C@@H]1[C@H]32. The gap between HOMO and LUMO comes out at 10.051 eV. The HOMO energy comes out at -0.331 hartree. As for the spin multiplicity: 1.

Last column: Löwdin charge in e.
Atoms and positions in Å:
C -1.610 0.022 -0.614  -0.179
C 0.195 -0.807 0.084  -0.276
C 1.675 -1.158 0.013  -0.070
C 0.996 1.178 -0.082  -0.173
C -0.632 1.109 -0.199  -0.133
C 0.240 0.626 0.817  -0.258
H -2.705 0.260 -0.454  0.130
H -1.778 -0.441 -1.584  0.112
H -1.748 -1.008 1.081  0.094
H 0.078 -0.555 -0.945  0.107
H 1.754 -1.977 -0.797  0.149
H 2.284 -1.317 0.936  0.126
H 1.371 2.231 0.060  0.170
H -1.136 2.023 0.101  0.127
H 0.238 0.804 1.923  0.179
N -1.210 -1.163 0.244  0.006
O 1.989 0.173 -0.581  -0.109

DFT (the ωB97M-V functional and the def2-TZVPD basis) results for a cluster of 2 separate species, C4H10OS in total in a non-equilibrium geometry.

The charge is 0. The calculation puts the lowest unoccupied orbital energy at 0.892 eV. Its SMILES is C=CO.CSC. The gap between HOMO and LUMO comes out at 9.747 eV. The HOMO energy comes out at -0.325 hartree. As for the spin multiplicity: 1.

Last column: Löwdin charge in e.
Atoms and positions in Å:
C 1.223 -1.988 -2.203  -0.353
S 0.328 -0.979 -0.845  0.723
C -0.485 0.240 -1.895  -0.468
H 1.377 -1.485 -3.188  0.050
H 0.758 -2.978 -2.258  0.024
H 2.230 -2.000 -1.764  0.010
H -1.387 0.658 -1.355  0.046
H 0.134 1.073 -2.192  0.023
H -0.956 -0.202 -2.789  0.037
C 0.217 1.539 3.048  0.002
C -1.034 1.117 2.808  -0.261
O -1.211 -0.124 2.240  -0.061
H 0.379 2.595 2.848  0.045
H 1.123 0.987 3.287  0.059
H -1.945 1.741 2.863  0.111
H -0.751 -0.194 1.395  0.013